# C34H81F17N14O38S11

A cluster of 18 separate species, C34H81F17N14O38S11 in total (the ωB97M-V functional and the def2-TZVPD basis, the Open Molecules 2025 dataset).

```
195
Properties=species:S:1:pos:R:3:forces:R:3
C 4.782 3.519 2.453 -1.573 -0.527 -0.242
C 3.463 4.226 2.063 -0.950 0.952 3.045
O 2.440 4.307 2.732 2.970 -0.263 -2.744
N 3.587 5.085 0.805 -1.238 -1.452 -0.402
H 3.423 6.061 1.007 -0.940 0.430 0.366
H 4.564 5.129 0.550 0.327 -0.676 -0.720
C 2.613 4.585 -0.347 0.407 1.383 -0.834
H 4.630 2.477 2.171 0.200 -0.298 -0.495
H 4.864 3.381 3.531 -0.024 0.618 0.035
H 5.695 3.904 1.999 -0.240 0.109 0.050
H 2.679 3.531 -0.616 0.490 0.121 0.616
H 2.869 5.211 -1.201 0.235 -0.243 -0.136
H 1.569 4.848 -0.174 0.281 -0.153 0.867
C 1.363 -3.213 1.919 -0.158 -0.125 -0.595
C -0.092 -2.863 2.024 -0.573 -0.289 1.758
O -0.676 -2.815 3.085 0.230 0.387 -2.124
N -0.871 -2.623 0.676 -0.205 -1.711 3.151
H -0.813 -1.638 0.464 0.287 0.498 -0.066
H -0.348 -3.152 -0.007 0.453 -0.514 -1.235
C -2.335 -3.014 0.699 0.019 0.370 -0.233
H 1.803 -3.482 2.880 -0.376 0.276 0.046
H 1.956 -2.418 1.467 -0.081 0.050 -0.052
H 1.488 -4.079 1.270 -0.052 0.011 -0.248
H -2.820 -2.609 1.587 0.119 0.228 -0.188
H -2.545 -4.083 0.672 0.581 0.005 -0.019
H -2.706 -2.544 -0.213 -0.461 -0.298 0.312
C 5.065 -4.482 -6.221 -0.772 1.581 1.448
C 4.439 -3.553 -5.144 -2.033 3.586 -2.021
O 3.872 -2.454 -5.385 2.630 -4.780 1.549
N 4.458 -4.061 -3.726 2.624 1.010 -0.003
H 3.564 -4.425 -3.430 -1.602 0.287 0.787
H 5.032 -4.891 -3.681 0.546 -0.377 -0.101
C 5.084 -2.965 -2.751 -2.350 -1.152 -0.502
H 4.340 -5.289 -6.324 0.146 -0.170 -0.374
H 6.041 -4.865 -5.920 -0.079 -0.054 0.016
H 5.136 -3.828 -7.090 -0.035 -0.508 -0.158
H 4.236 -2.282 -2.778 0.720 0.770 -0.012
H 6.050 -2.643 -3.141 -0.367 -0.040 -0.069
H 5.112 -3.350 -1.732 0.284 -0.417 -0.107
C -0.153 -1.934 6.685 -0.480 0.888 0.487
C -1.616 -1.812 6.297 0.041 -4.917 -1.536
O -2.254 -2.819 5.987 0.998 4.471 1.101
N -2.149 -0.383 6.092 -0.143 -0.611 0.420
H -3.096 -0.405 6.442 -0.971 -0.020 -0.514
H -1.678 0.242 6.730 0.516 0.173 0.291
C -1.984 0.144 4.696 -0.029 -0.194 -0.784
H 0.156 -1.013 7.180 0.490 -0.008 -0.207
H 0.433 -2.166 5.796 -0.060 0.372 -0.231
H 0.055 -2.763 7.362 -0.573 -0.040 0.005
H -2.420 -0.551 3.979 0.129 -0.119 0.221
H -0.912 0.266 4.539 -0.088 -0.125 -0.121
H -2.500 1.089 4.527 -0.082 -0.085 0.494
C 7.088 1.194 0.476 -0.027 -0.205 -0.778
C 6.365 1.482 -0.799 -5.684 0.593 1.295
O 5.169 1.872 -0.849 5.171 -1.297 -0.773
N 7.101 1.186 -2.083 1.213 1.599 0.124
H 7.775 0.436 -2.037 0.889 -0.146 1.191
H 6.538 0.739 -2.793 -1.283 1.123 -0.732
C 7.930 2.513 -2.489 -0.002 -1.638 -0.494
H 7.669 2.080 0.730 0.537 -0.260 0.077
H 7.652 0.278 0.302 0.590 0.195 0.402
H 6.407 0.974 1.298 -0.319 0.005 -0.136
H 7.271 3.376 -2.580 -0.061 -0.436 -0.151
H 8.464 2.206 -3.389 -0.515 0.417 -0.358
H 8.752 2.672 -1.791 -0.549 -0.205 0.598
C -2.973 4.758 3.083 -1.072 0.229 0.751
C -2.288 4.398 1.813 4.310 -2.010 1.479
O -1.331 3.600 1.828 -3.447 2.958 -1.099
N -2.582 5.297 0.611 1.220 -1.767 0.726
H -3.473 4.925 0.316 -1.460 -1.231 -1.356
H -2.984 6.142 0.990 0.849 1.202 -0.066
C -1.462 5.256 -0.434 0.217 0.772 1.029
H -2.699 5.762 3.407 0.007 0.367 -0.429
H -2.701 4.157 3.951 0.411 -0.493 -0.609
H -4.062 4.710 3.078 -0.188 0.111 -0.523
H -1.201 4.219 -0.646 -0.315 0.084 0.190
H -0.659 5.750 0.113 0.310 -0.143 -0.331
H -1.647 5.804 -1.358 -0.585 -0.076 0.356
C -8.241 1.711 -2.853 2.178 -0.967 -0.384
C -7.317 0.601 -3.553 -0.826 1.830 0.056
O -6.481 0.851 -4.365 -0.768 -0.881 0.440
N -7.371 -0.843 -3.026 0.970 0.006 0.628
H -8.297 -1.059 -2.688 -0.355 0.065 0.799
H -7.211 -1.522 -3.757 0.073 0.104 -0.531
C -6.255 -1.105 -1.966 -0.035 0.038 0.467
H -7.573 2.547 -3.057 -0.229 0.330 0.305
H -8.262 1.542 -1.776 -0.103 -0.083 0.074
H -9.224 2.000 -3.226 0.039 -0.841 -0.383
H -5.276 -1.210 -2.434 -0.338 0.456 -0.454
H -6.397 -2.060 -1.459 -0.567 0.083 -0.028
H -6.251 -0.283 -1.251 -0.147 -0.067 0.036
C 1.742 2.602 4.942 0.379 -0.557 1.332
C 1.985 2.028 6.367 -2.055 -1.459 -0.310
O 1.203 1.409 7.064 1.856 1.542 -1.327
N 3.431 2.121 6.762 -0.133 -0.311 2.224
H 4.022 1.833 5.996 0.762 -1.174 -1.317
H 3.641 3.103 6.871 0.094 0.536 0.382
C 3.905 1.329 8.025 -0.753 0.544 -0.225
H 2.530 2.149 4.340 -0.022 -0.019 -0.220
H 1.854 3.685 4.882 0.047 -0.093 0.299
H 0.775 2.322 4.526 0.065 -0.073 0.296
H 4.987 1.209 8.073 -0.063 0.452 -0.587
H 3.485 0.323 8.017 -0.257 0.334 -0.210
H 3.555 1.915 8.876 -0.011 -0.322 -0.002
C -2.920 -2.956 -4.338 -0.603 0.274 -0.300
C -3.820 -1.840 -4.887 1.700 3.717 3.529
O -3.843 -0.667 -4.455 -0.596 -5.033 -2.668
N -4.725 -2.317 -6.039 1.078 1.812 0.252
H -4.396 -3.260 -6.193 -0.201 -0.488 -0.594
H -5.672 -2.332 -5.689 -0.390 -0.246 0.042
C -4.649 -1.367 -7.250 -0.435 -0.460 -0.117
H -2.253 -3.339 -5.110 0.060 0.084 -0.206
H -3.503 -3.804 -3.980 -0.415 -0.110 -0.098
H -2.317 -2.676 -3.474 -0.172 0.504 -0.255
H -5.470 -0.653 -7.176 0.219 -0.032 0.241
H -4.808 -1.967 -8.146 0.154 0.021 0.116
H -3.695 -0.842 -7.277 -0.081 -0.250 0.199
C -1.454 1.533 -3.282 0.876 0.107 0.196
C -0.734 0.289 -3.723 -0.754 0.220 -2.220
O -0.752 -0.174 -4.837 0.417 0.065 2.019
N 0.134 -0.426 -2.655 0.586 1.405 -1.051
H -0.167 -0.187 -1.721 -0.421 0.470 0.629
H -0.056 -1.411 -2.770 0.532 -1.317 -0.327
C 1.639 -0.171 -2.796 -0.512 -1.521 -0.868
H -1.683 2.223 -4.094 0.185 -0.577 -0.356
H -0.700 2.052 -2.692 -0.316 0.302 0.522
H -2.379 1.369 -2.728 0.222 -0.325 0.287
H 1.940 0.875 -2.852 -0.575 -0.073 0.061
H 1.862 -0.734 -3.702 0.268 0.507 -0.294
H 2.173 -0.734 -2.030 -0.386 0.310 0.421
C 3.226 3.816 -4.406 -0.859 0.841 -1.863
F 3.959 4.861 -3.987 -0.173 -0.209 0.809
F 3.689 3.591 -5.664 -0.586 -0.420 0.937
F 3.491 2.743 -3.651 0.362 -0.133 0.299
S 1.336 4.207 -4.421 -2.550 1.816 -2.876
O 1.185 5.303 -5.435 1.231 -2.106 2.698
O 0.645 2.991 -4.899 1.662 0.523 1.231
O 0.994 4.584 -3.034 1.143 -0.534 -0.594
C -3.169 -6.025 -1.925 -1.795 1.472 0.466
F -3.300 -6.113 -3.279 -0.085 0.433 0.260
F -2.907 -7.205 -1.487 0.261 -1.605 0.545
F -2.131 -5.238 -1.659 0.838 0.589 -0.236
S -4.734 -5.291 -1.023 -1.763 -2.077 2.156
O -4.833 -3.883 -1.394 1.233 0.470 -0.166
O -5.824 -6.051 -1.602 0.591 -0.088 -0.436
O -4.560 -5.607 0.434 0.877 1.229 -3.113
C 3.680 -1.527 4.832 1.717 -1.041 -2.213
F 3.824 -2.856 4.554 -0.178 1.836 0.773
F 2.655 -1.096 4.086 -0.251 0.468 -0.389
F 3.327 -1.379 6.075 -0.418 0.081 1.899
S 5.310 -0.472 4.541 1.976 -4.760 -1.115
O 6.297 -1.274 5.315 -2.268 2.456 -1.193
O 5.555 -0.448 3.085 -0.672 0.826 1.693
O 4.915 0.827 5.066 -0.355 1.313 0.542
N -5.069 4.517 -0.051 1.515 0.593 -4.981
S -5.060 3.865 -1.627 2.489 0.339 -4.868
O -5.883 4.553 -2.583 0.376 -0.149 1.433
O -4.918 2.424 -1.844 -0.381 2.211 0.954
F -3.541 4.374 -2.023 -0.951 -0.061 0.693
S -5.990 3.405 0.400 -6.509 -4.653 8.427
O -5.359 2.167 0.765 0.054 0.749 -1.000
O -7.384 3.368 -0.062 2.944 0.363 -0.656
F -6.204 4.037 1.884 0.236 0.372 -0.456
N -0.678 -0.003 -0.058 3.017 3.081 2.170
S 0.404 1.103 0.672 4.108 -0.540 -0.625
O 0.431 1.210 2.128 -0.569 0.124 -2.531
O 0.768 2.254 -0.187 -1.208 -2.394 1.982
F 1.597 0.054 0.394 0.083 0.669 0.149
S -1.963 0.744 0.395 -7.543 -1.159 0.283
O -2.270 1.916 -0.349 0.878 1.115 0.652
O -2.365 0.594 1.778 1.388 0.541 -1.540
F -2.889 -0.295 -0.365 -0.194 -0.288 0.015
N 6.136 -4.315 0.585 -0.113 -5.788 -0.057
S 5.242 -5.565 1.294 1.415 -6.451 0.961
O 3.888 -5.755 0.834 0.945 0.908 -0.129
O 5.528 -5.946 2.683 -0.547 1.665 -2.603
F 6.062 -6.727 0.531 -0.414 0.680 -0.245
S 5.460 -3.307 1.430 -1.102 7.937 3.521
O 5.635 -3.221 2.867 0.114 -0.623 -2.388
O 4.161 -2.948 0.920 -0.290 0.456 0.077
F 6.410 -2.146 0.847 0.273 1.313 -0.123
N -7.266 -1.050 3.209 5.008 -1.133 -0.334
S -5.714 -0.727 2.686 4.568 -2.630 0.720
O -5.054 0.257 3.520 -0.288 -0.444 -0.636
O -5.279 -0.830 1.275 -1.540 0.513 2.604
F -5.138 -2.090 3.262 0.287 -0.267 0.146
S -7.772 0.056 2.333 -8.643 4.882 -2.897
O -8.028 -0.264 0.935 1.042 0.335 0.625
O -7.504 1.443 2.670 0.873 -1.413 -0.531
F -9.238 -0.089 2.919 -0.973 0.127 0.125
O 2.148 -4.906 -2.433 -0.356 -0.481 -0.349
C 1.115 -4.046 -2.322 -2.578 4.262 0.655
O 0.776 -3.270 -3.225 1.239 -0.145 -2.467
O 0.553 -3.893 -1.216 0.721 -1.929 1.446
H 1.897 -5.418 -1.660 1.049 -1.073 0.773
```
Positions in Å, forces in eV/Å.

Summary:
HOMO energy ... -11.20 eV
Multiplicity ... 1
Total charge ... +2
Total energy ... -11046.48118 Ha

Atom charges from the Mulliken analysis, given in e for atoms 1 to 4:
1 C -0.797
2 C 0.501
3 O -0.426
4 N 0.030